No. 1
{"formula": "C3HClNOS2", "method": "the ωB97M-V functional and the def2-TZVPD basis", "species": ["C", "C", "C", "N", "O", "S", "S", "Cl", "H"], "positions_angstrom": [[-1.089, -0.391, 0.009], [0.226, -0.924, 0.008], [1.209, 0.112, -0.059], [0.801, 1.305, -0.271], [-1.500, 2.130, 0.681], [0.538, -2.576, 0.039], [-0.962, 1.321, -0.439], [2.880, -0.260, -0.044], [-2.105, -0.718, 0.076]], "total_charge": -1, "e_above_lowest_kj_mol": 0.00, "homo_lumo_gap_ev": 6.89, "spin_multiplicity": 1}

=====

No. 2
{"formula": "C36H53FNO17", "method": "the ωB97M-V functional and the def2-TZVPD basis", "species": ["C", "C", "N", "C", "C", "O", "F", "H", "H", "H", "H", "H", "O", "C", "O", "C", "C", "C", "H", "H", "H", "H", "H", "H", "O", "C", "O", "C", "C", "C", "H", "H", "H", "H", "H", "H", "O", "C", "O", "C", "C", "C", "H", "H", "H", "H", "H", "H", "O", "C", "O", "C", "C", "C", "H", "H", "H", "H", "H", "H", "O", "C", "O", "C", "C", "C", "H", "H", "H", "H", "H", "H", "O", "C", "O", "C", "C", "C", "H", "H", "H", "H", "H", "H", "O", "C", "O", "C", "C", "C", "H", "H", "H", "H", "H", "H", "O", "C", "O", "C", "C", "C", "H", "H", "H", "H", "H", "H"], "positions_angstrom": [[-0.893, -0.120, 2.204], [-1.905, -0.454, 1.235], [-2.585, 0.668, 0.589], [-4.056, 0.636, 0.808], [-4.525, -0.072, 2.163], [-4.988, -1.243, 2.167], [-4.499, 0.576, 3.450], [-0.757, 0.984, 2.478], [-0.182, -0.875, 2.666], [-2.097, -1.567, 0.979], [-4.595, 0.158, -0.082], [-4.391, 1.741, 0.892], [-0.322, 2.345, 5.103], [0.268, 3.005, 4.289], [0.528, 2.597, 3.019], [1.339, 3.578, 2.361], [1.105, 4.862, 3.120], [0.862, 4.367, 4.529], [2.380, 3.254, 2.404], [1.038, 3.661, 1.315], [1.934, 5.568, 3.038], [0.203, 5.357, 2.744], [1.792, 4.255, 5.088], [0.164, 5.010, 5.067], [4.027, 4.046, 3.589], [4.659, 4.676, 4.397], [5.993, 4.929, 4.288], [6.447, 5.605, 5.465], [5.211, 6.236, 6.064], [4.124, 5.255, 5.679], [6.904, 4.870, 6.135], [7.197, 6.350, 5.195], [5.291, 6.404, 7.139], [5.020, 7.202, 5.585], [4.020, 4.454, 6.415], [3.171, 5.755, 5.517], [-8.801, -6.275, 4.804], [-8.215, -5.617, 3.980], [-7.951, -6.043, 2.716], [-7.149, -5.063, 2.042], [-7.397, -3.770, 2.782], [-7.636, -4.245, 4.199], [-6.102, -5.375, 2.091], [-7.450, -4.999, 0.995], [-6.575, -3.057, 2.690], [-8.303, -3.291, 2.398], [-6.703, -4.338, 4.760], [-8.339, -3.602, 4.726], [3.015, -1.787, 2.048], [2.384, -2.414, 1.234], [1.033, -2.352, 1.105], [0.606, -3.301, 0.122], [1.823, -3.563, -0.734], [2.957, -3.403, 0.254], [0.257, -4.202, 0.636], [-0.219, -2.882, -0.456], [1.802, -4.537, -1.226], [1.902, -2.795, -1.511], [3.176, -4.337, 0.776], [3.854, -3.009, -0.224], [-4.666, 1.410, -1.556], [-4.069, 2.069, -2.363], [-3.792, 1.654, -3.633], [-2.977, 2.634, -4.284], [-3.223, 3.921, -3.531], [-3.482, 3.431, -2.121], [-1.932, 2.312, -4.227], [-3.266, 2.713, -5.334], [-2.395, 4.628, -3.605], [-4.122, 4.412, -3.919], [-2.557, 3.322, -1.550], [-4.187, 4.074, -1.595], [5.013, -6.297, -0.410], [5.862, -5.521, -0.772], [5.715, -4.665, -1.817], [6.952, -3.968, -2.039], [7.695, -4.051, -0.726], [7.238, -5.386, -0.176], [7.493, -4.467, -2.859], [6.746, -2.935, -2.328], [8.777, -3.969, -0.838], [7.363, -3.247, -0.060], [7.862, -6.209, -0.533], [7.195, -5.379, 0.913], [-5.151, 5.901, -4.945], [-6.241, 5.978, -4.440], [-6.554, 5.448, -3.227], [-7.954, 5.623, -2.979], [-8.374, 6.773, -3.864], [-7.454, 6.619, -5.058], [-8.471, 4.693, -3.230], [-8.114, 5.841, -1.922], [-9.435, 6.753, -4.122], [-8.167, 7.723, -3.362], [-7.871, 5.943, -5.808], [-7.206, 7.582, -5.502], [8.228, -5.216, -4.143], [7.509, -5.686, -4.991], [7.917, -5.984, -6.252], [6.791, -6.418, -7.026], [5.772, -6.889, -6.015], [6.042, -5.981, -4.833], [6.429, -5.573, -7.619], [7.098, -7.218, -7.701], [4.746, -6.838, -6.382], [5.979, -7.927, -5.735], [5.481, -5.046, -4.901], [5.842, -6.483, -3.887]], "total_charge": -1, "e_above_lowest_kj_mol": 280.62, "homo_lumo_gap_ev": 3.47, "spin_multiplicity": 1}

=====

No. 3
{"formula": "C17H29BF4NO2P2Yb", "method": "the ωB97M-V functional and the def2-TZVPD basis", "species": ["C", "C", "N", "C", "C", "C", "C", "P", "Yb", "P", "C", "C", "C", "C", "C", "C", "C", "O", "O", "H", "H", "H", "C", "C", "H", "H", "H", "H", "C", "C", "H", "H", "H", "H", "H", "H", "H", "H", "H", "H", "H", "H", "H", "H", "H", "H", "H", "H", "H", "H", "H", "H", "F", "B", "F", "F", "F"], "positions_angstrom": [[-0.086, -4.102, 1.527], [-0.214, -2.939, 0.760], [0.353, -1.775, 1.155], [1.085, -1.728, 2.285], [1.313, -2.884, 3.039], [0.705, -4.080, 2.668], [-1.089, -2.981, -0.471], [-0.766, -1.654, -1.709], [0.304, 0.276, -0.183], [0.936, 1.207, 2.289], [1.761, -0.423, 2.726], [-0.797, 2.035, -1.440], [-0.100, 2.200, -2.608], [-0.361, 3.393, -3.341], [-1.253, 4.350, -2.816], [-1.848, 4.162, -1.547], [-1.577, 2.964, -0.826], [-3.800, -2.482, 0.042], [-3.572, 0.278, -0.377], [-0.660, -4.967, 1.209], [1.973, -2.814, 3.901], [0.835, -4.982, 3.259], [0.485, -2.432, -2.768], [-2.175, -1.575, -2.856], [1.867, -0.430, 3.825], [2.769, -0.355, 2.269], [-2.180, -2.810, -0.162], [-0.990, -3.965, -0.967], [2.162, 2.565, 2.421], [-0.131, 1.543, 3.723], [0.659, 1.503, -2.988], [0.153, 3.553, -4.299], [-1.477, 5.254, -3.387], [-2.505, 4.924, -1.101], [-1.985, 2.837, 0.181], [-2.739, 0.362, 0.245], [-3.562, 1.142, -0.858], [-3.777, -1.490, -0.098], [-4.132, -2.604, 0.941], [-1.628, 0.451, 0.832], [0.062, -3.296, -3.299], [0.873, -1.686, -3.470], [1.323, -2.740, -2.137], [-2.388, -2.557, -3.305], [-3.048, -1.174, -2.330], [-1.925, -0.844, -3.637], [0.392, 1.766, 4.658], [-0.765, 2.389, 3.434], [-0.774, 0.663, 3.824], [2.310, 2.772, 3.502], [3.113, 2.337, 1.923], [1.745, 3.455, 1.917], [2.191, 0.103, -1.102], [3.586, 0.802, -1.140], [3.296, 2.175, -1.163], [4.199, 0.406, 0.073], [4.153, 0.298, -2.303]], "e_above_lowest_kj_mol": 7.85, "homo_lumo_gap_ev": [7.19, 7.19], "spin_multiplicity": 2}

=====

Copy entry 3 word for word.
{"formula": "C17H29BF4NO2P2Yb", "method": "the ωB97M-V functional and the def2-TZVPD basis", "species": ["C", "C", "N", "C", "C", "C", "C", "P", "Yb", "P", "C", "C", "C", "C", "C", "C", "C", "O", "O", "H", "H", "H", "C", "C", "H", "H", "H", "H", "C", "C", "H", "H", "H", "H", "H", "H", "H", "H", "H", "H", "H", "H", "H", "H", "H", "H", "H", "H", "H", "H", "H", "H", "F", "B", "F", "F", "F"], "positions_angstrom": [[-0.086, -4.102, 1.527], [-0.214, -2.939, 0.760], [0.353, -1.775, 1.155], [1.085, -1.728, 2.285], [1.313, -2.884, 3.039], [0.705, -4.080, 2.668], [-1.089, -2.981, -0.471], [-0.766, -1.654, -1.709], [0.304, 0.276, -0.183], [0.936, 1.207, 2.289], [1.761, -0.423, 2.726], [-0.797, 2.035, -1.440], [-0.100, 2.200, -2.608], [-0.361, 3.393, -3.341], [-1.253, 4.350, -2.816], [-1.848, 4.162, -1.547], [-1.577, 2.964, -0.826], [-3.800, -2.482, 0.042], [-3.572, 0.278, -0.377], [-0.660, -4.967, 1.209], [1.973, -2.814, 3.901], [0.835, -4.982, 3.259], [0.485, -2.432, -2.768], [-2.175, -1.575, -2.856], [1.867, -0.430, 3.825], [2.769, -0.355, 2.269], [-2.180, -2.810, -0.162], [-0.990, -3.965, -0.967], [2.162, 2.565, 2.421], [-0.131, 1.543, 3.723], [0.659, 1.503, -2.988], [0.153, 3.553, -4.299], [-1.477, 5.254, -3.387], [-2.505, 4.924, -1.101], [-1.985, 2.837, 0.181], [-2.739, 0.362, 0.245], [-3.562, 1.142, -0.858], [-3.777, -1.490, -0.098], [-4.132, -2.604, 0.941], [-1.628, 0.451, 0.832], [0.062, -3.296, -3.299], [0.873, -1.686, -3.470], [1.323, -2.740, -2.137], [-2.388, -2.557, -3.305], [-3.048, -1.174, -2.330], [-1.925, -0.844, -3.637], [0.392, 1.766, 4.658], [-0.765, 2.389, 3.434], [-0.774, 0.663, 3.824], [2.310, 2.772, 3.502], [3.113, 2.337, 1.923], [1.745, 3.455, 1.917], [2.191, 0.103, -1.102], [3.586, 0.802, -1.140], [3.296, 2.175, -1.163], [4.199, 0.406, 0.073], [4.153, 0.298, -2.303]], "e_above_lowest_kj_mol": 7.85, "homo_lumo_gap_ev": [7.19, 7.19], "spin_multiplicity": 2}